Formula: C46H128N10O13
Source: the OMol25 dataset
Level of theory: wB97M-V/def2-TZVPD

Bonds (Å) are listed after each position.
Element x y z (Å)
1 C 4.65300 -2.95955 3.07479  C2 1.538, H7 1.085, H8 1.092, H9 1.089
2 C 3.44202 -2.81960 2.13772  C1 1.538, C3 1.483, N6 1.467, H10 1.099
3 C 2.39793 -3.84821 2.36683  C2 1.483, O4 1.417, H11 1.092, H12 1.096
4 O 2.87854 -5.14110 2.04151  C3 1.417, C5 1.383
5 C 2.34510 -6.13286 2.84480  O4 1.383, H13 1.098, H14 1.071, H15 1.089
6 N 2.74619 -1.54216 2.33121  C2 1.467, H16 1.023, H17 1.025
7 H 5.02995 -3.97591 3.01795  C1 1.085
8 H 4.47850 -2.70245 4.12156  C1 1.092
9 H 5.39417 -2.25632 2.69762  C1 1.089
10 H 3.82614 -2.99503 1.12280  C2 1.099
11 H 1.57128 -3.60195 1.69738  C3 1.092
12 H 1.99623 -3.78412 3.38441  C3 1.096
13 H 2.64463 -5.88969 3.87270  C5 1.098
14 H 2.78549 -7.08007 2.60941  C5 1.071
15 H 1.26139 -6.18867 2.75720  C5 1.089
16 H 1.92339 -1.58865 1.72586  N6 1.023
17 H 3.24523 -0.69113 2.05391  N6 1.025
18 C 2.21666 -2.12356 -2.68572  C19 1.550, H24 1.103, H25 1.082, H26 1.053
19 C 3.23467 -3.28218 -2.52804  C18 1.550, C20 1.545, N23 1.467, H27 1.075
20 C 4.57375 -2.59802 -2.17273  C19 1.545, O21 1.467, H28 1.103, H29 1.123
21 O 5.05948 -1.72646 -3.24805  C20 1.467, C22 1.406
22 C 6.25675 -1.07830 -2.89696  O21 1.406, H30 1.104, H31 1.072, H32 1.094
23 N 2.74783 -4.35564 -1.65511  C19 1.467, H33 1.031, H34 1.014
24 H 2.58082 -1.42327 -3.45564  C18 1.103
25 H 2.22290 -1.66421 -1.70644  C18 1.082
26 H 1.27434 -2.51788 -2.94309  C18 1.053
27 H 3.38882 -3.79006 -3.46315  C19 1.075
28 H 5.35876 -3.35973 -2.03292  C20 1.103
29 H 4.54788 -1.99600 -1.22537  C20 1.123
30 H 7.05389 -1.83940 -2.96060  C22 1.104
31 H 6.16872 -0.49464 -2.00216  C22 1.072
32 H 6.48583 -0.38920 -3.71479  C22 1.094
33 H 3.55237 -4.96312 -1.44120  N23 1.031
34 H 2.40197 -4.03404 -0.75797  N23 1.014
35 C -1.13991 -2.66903 5.52124  C36 1.528, H41 1.096, H42 1.109, H43 1.102
36 C -0.79899 -3.00367 4.06942  C35 1.528, C37 1.517, N40 1.453, H44 1.099
37 C -1.76137 -4.05660 3.55221  C36 1.517, O38 1.425, H45 1.099, H46 1.100
38 O -1.38777 -5.35966 3.99125  C37 1.425, C39 1.401
39 C -2.27747 -6.33766 3.52924  O38 1.401, H47 1.084, H48 1.105, H49 1.124
40 N -1.03136 -1.87255 3.18759  C36 1.453, H50 1.018, H51 1.020
41 H -0.31498 -2.14927 6.02184  C35 1.096
42 H -1.41273 -3.61425 6.03344  C35 1.109
43 H -2.06759 -2.07618 5.46914  C35 1.102
44 H 0.21309 -3.42609 3.99928  C36 1.099
45 H -1.80734 -4.07759 2.45392  C37 1.099
46 H -2.80358 -3.83045 3.82241  C37 1.100
47 H -2.35118 -6.30877 2.44840  C39 1.084
48 H -3.32643 -6.20190 3.84854  C39 1.105
49 H -1.94235 -7.33501 3.92431  C39 1.124
50 H -0.54812 -1.04776 3.53749  N40 1.018
51 H -0.63760 -2.05751 2.26473  N40 1.020
52 C -3.16345 0.00794 -5.59881  C53 1.517, H58 1.131, H59 1.111, H60 1.105
53 C -2.70403 -0.74423 -4.36443  C52 1.517, C54 1.490, N57 1.498, H61 1.137
54 C -3.82303 -1.13716 -3.46267  C53 1.490, O55 1.421, H62 1.118, H63 1.102
55 O -4.25888 0.04127 -2.79918  C54 1.421, C56 1.380
56 C -5.38464 -0.13666 -2.02032  O55 1.380, H64 1.090, H65 1.075, H66 1.124
57 N -1.86365 -1.93920 -4.69795  C53 1.498, H67 1.041, H68 1.045
58 H -2.25242 0.53855 -6.00925  C52 1.131
59 H -3.84928 0.83961 -5.33145  C52 1.111
60 H -3.66253 -0.65325 -6.32964  C52 1.105
61 H -2.04065 -0.08661 -3.71565  C53 1.137
62 H -3.50650 -1.89968 -2.70934  C54 1.118
63 H -4.68440 -1.57834 -3.98913  C54 1.102
64 H -5.54278 0.78300 -1.45692  C56 1.090
65 H -5.19629 -0.89861 -1.28559  C56 1.075
66 H -6.33622 -0.22659 -2.61174  C56 1.124
67 H -0.96607 -1.60232 -5.10421  N57 1.041
68 H -2.40739 -2.46611 -5.41869  N57 1.045
69 C 3.24618 0.05158 -7.30366  C70 1.541, H75 1.094, H76 1.106, H77 1.073
70 C 2.52954 -0.31674 -5.99036  C69 1.541, C71 1.512, N74 1.487, H78 1.122
71 C 1.38655 0.56206 -5.53464  C70 1.512, O72 1.389, H79 1.105, H80 1.101
72 O 1.94276 1.78265 -5.17335  C71 1.389, C73 1.407
73 C 0.99444 2.69941 -4.68250  O72 1.407, H81 1.108, H82 1.111, H83 1.083
74 N 1.88192 -1.65075 -6.10668  C70 1.487, H84 1.010, H85 0.990
75 H 2.57380 -0.08311 -8.15573  C69 1.094
76 H 4.08819 -0.64735 -7.46734  C69 1.106
77 H 3.53858 1.08361 -7.32327  C69 1.073
78 H 3.31906 -0.31552 -5.19375  C70 1.122
79 H 0.99643 0.14803 -4.58686  C71 1.105
80 H 0.64857 0.70750 -6.33879  C71 1.101
81 H 0.41930 2.20264 -3.87634  C73 1.108
82 H 0.17190 2.88443 -5.40675  C73 1.111
83 H 1.36501 3.65043 -4.31935  C73 1.083
84 H 1.96593 -1.96168 -7.06344  N74 1.010
85 H 2.43944 -2.26241 -5.56265  N74 0.990
86 C 4.40076 3.66494 2.44962  C87 1.517, H92 1.048, H93 1.100, H94 1.114
87 C 5.49520 2.69104 2.05586  C86 1.517, C88 1.544, N91 1.455, H95 1.100
88 C 5.21372 2.24215 0.60602  C87 1.544, O89 1.368, H96 1.136, H97 1.074
89 O 3.97053 1.69307 0.45303  C88 1.368, C90 1.437
90 C 3.70919 1.34306 -0.91628  O89 1.437, H98 1.058, H99 1.147, H100 1.093
91 N 6.83764 3.24678 2.12536  C87 1.455, H101 1.001, H102 0.989
92 H 3.44388 3.30621 2.21567  C86 1.048
93 H 4.58182 4.61669 1.92817  C86 1.100
94 H 4.38887 3.78429 3.55739  C86 1.114
95 H 5.38462 1.74932 2.61408  C87 1.100
96 H 5.98172 1.48589 0.24860  C88 1.136
97 H 5.24282 3.11443 -0.02046  C88 1.074
98 H 2.72995 0.94887 -0.98871  C90 1.058
99 H 4.48044 0.59060 -1.31043  C90 1.147
100 H 3.77824 2.16530 -1.63261  C90 1.093
101 H 7.60817 2.61267 2.04434  N91 1.001
102 H 6.86503 3.85851 2.90171  N91 0.989
103 C -0.33186 3.59351 -0.76592  C104 1.557, H109 1.075, H110 1.060, H111 1.056
104 C -0.54030 5.12337 -0.56474  C103 1.557, C105 1.547, N108 1.461, H112 1.095
105 C 0.39975 5.83744 -1.56408  C104 1.547, O106 1.438, H113 1.112, H114 1.110
106 O 1.75809 5.45001 -1.29420  C105 1.438, C107 1.411
107 C 2.65028 6.01743 -2.22785  O106 1.411, H115 1.073, H116 1.090, H117 1.054
108 N -1.93058 5.55181 -0.70226  C104 1.461, H118 1.000, H119 1.023
109 H -0.44060 3.38692 -1.81503  C103 1.075
110 H -1.02599 3.03809 -0.18938  C103 1.060
111 H 0.67934 3.43556 -0.50398  C103 1.056
112 H -0.22012 5.40555 0.44386  C104 1.095
113 H 0.25838 6.92606 -1.38732  C105 1.112
114 H 0.20406 5.55356 -2.61882  C105 1.110
115 H 2.35508 6.99526 -2.55682  C107 1.073
116 H 2.80921 5.42050 -3.12613  C107 1.090
117 H 3.57754 6.16950 -1.75009  C107 1.054
118 H -2.36246 4.99005 -1.40832  N108 1.000
119 H -2.46257 5.48031 0.16846  N108 1.023
120 C 0.47961 1.01417 2.34702  C121 1.542, H126 1.109, H127 1.081, H128 1.075
121 C 1.05698 1.36525 3.73318  C120 1.542, C122 1.488, N125 1.490, H129 1.095
122 C 0.38165 2.59593 4.22785  C121 1.488, O123 1.431, H130 1.101, H131 1.139
123 O 0.90645 2.96669 5.50648  C122 1.431, C124 1.399
124 C 0.00991 3.85257 6.11310  O123 1.399, H132 1.079, H133 1.099, H134 1.096
125 N 0.78247 0.29291 4.73039  C121 1.490, H135 1.020, H136 1.034
126 H 0.94671 0.17674 1.79026  C120 1.109
127 H 0.63331 1.94211 1.81429  C120 1.081
128 H -0.58725 0.88046 2.35373  C120 1.075
129 H 2.14307 1.45573 3.63013  C121 1.095
130 H -0.70858 2.46533 4.30365  C122 1.101
131 H 0.52644 3.47395 3.51740  C122 1.139
132 H -1.02443 3.54430 6.11854  C124 1.079
133 H 0.04641 4.82126 5.59616  C124 1.099
134 H 0.42202 3.97697 7.12151  C124 1.096
135 H 1.45233 -0.45026 4.53317  N125 1.020
136 H 1.07432 0.67245 5.64635  N125 1.034
137 C -2.42630 5.41488 3.23046  C138 1.493, H143 1.060, H144 1.105, H145 1.084
138 C -3.76479 4.78901 3.44483  C137 1.493, C139 1.537, N142 1.442, H146 1.115
139 C -3.87065 3.45202 2.69315  C138 1.537, O140 1.453, H147 1.095, H148 1.070
140 O -3.68154 3.66314 1.26766  C139 1.453, C141 1.419
141 C -3.74602 2.45885 0.51953  O140 1.419, H149 1.116, H150 1.091, H151 1.125
142 N -4.02256 4.53050 4.83963  C138 1.442, H152 1.033, H153 1.022
143 H -1.64125 4.71419 3.35518  C137 1.060
144 H -2.24346 6.28359 3.88855  C137 1.105
145 H -2.41116 5.74733 2.19913  C137 1.084
146 H -4.54214 5.41936 2.95272  C138 1.115
147 H -4.89310 3.10834 2.88384  C139 1.095
148 H -3.26138 2.65106 3.05603  C139 1.070
149 H -3.42527 1.59147 1.14420  C141 1.116
150 H -3.13064 2.55619 -0.37664  C141 1.091
151 H -4.77106 2.25095 0.10428  C141 1.125
152 H -4.06895 5.43337 5.33954  N142 1.033
153 H -4.93710 4.09297 4.96570  N142 1.022
154 C -0.51996 -5.83797 -0.28909  C155 1.473, H160 1.094, H161 1.138, H162 1.048
155 C -1.05600 -4.98171 -1.36103  C154 1.473, C156 1.508, N159 1.516, H163 1.104
156 C -2.22880 -4.16164 -0.88432  C155 1.508, O157 1.426, H164 1.119, H165 1.126
157 O -3.24057 -4.93509 -0.24363  C156 1.426, C158 1.435
158 C -4.44911 -4.19621 -0.01143  O157 1.435, H166 1.074, H167 1.105, H168 1.112
159 N -0.07238 -3.92285 -1.82003  C155 1.516, H169 1.047, H170 1.052
160 H -1.21441 -6.67161 -0.14695  C154 1.094
161 H -0.52785 -5.35205 0.73993  C154 1.138
162 H 0.42937 -6.26276 -0.41401  C154 1.048
163 H -1.38510 -5.61358 -2.20429  C155 1.104
164 H -2.74307 -3.59971 -1.70369  C156 1.119
165 H -1.80882 -3.40298 -0.16678  C156 1.126
166 H -5.15178 -4.81033 0.52110  C158 1.074
167 H -4.90783 -3.74644 -0.91023  C158 1.105
168 H -4.28973 -3.36191 0.70571  C158 1.112
169 H -0.34889 -3.58167 -2.77087  N159 1.047
170 H 0.85326 -4.42280 -1.84807  N159 1.052
171 C -5.02453 -1.33627 4.42899  C172 1.561, H174 1.100, H175 1.068, H176 1.101
172 C -3.96672 -0.27707 3.98616  C171 1.561, O173 1.401, H177 1.098, H178 1.062
173 O -3.31258 -0.40637 2.75391  C172 1.401, H179 0.993
174 H -5.87889 -1.35040 3.73582  C171 1.100
175 H -5.48658 -1.17324 5.37776  C171 1.068
176 H -4.57583 -2.34110 4.45166  C171 1.101
177 H -3.23209 -0.17798 4.79578  C172 1.098
178 H -4.48313 0.64941 3.94448  C172 1.062
179 H -2.58207 -1.06913 2.86690  O173 0.993
180 C -0.06032 0.06899 -1.35022  C181 1.507, H183 1.121, H184 1.094, H185 1.071
181 C -0.95507 -0.81555 -0.52090  C180 1.507, O182 1.413, H186 1.116, H187 1.086
182 O -0.20501 -1.85117 0.08069  C181 1.413, H188 0.969
183 H -0.64796 0.90957 -1.80287  C180 1.121
184 H 0.39042 -0.51938 -2.15480  C180 1.094
185 H 0.66566 0.50669 -0.69513  C180 1.071
186 H -1.75439 -1.35052 -1.08710  C181 1.116
187 H -1.38881 -0.24874 0.29793  C181 1.086
188 H -0.09141 -2.48461 -0.64316  O182 0.969
189 C -4.19839 3.70840 -4.04831  C190 1.536, H192 1.078, H193 1.108, H194 1.064
190 C -2.68398 3.48618 -3.92552  C189 1.536, O191 1.415, H195 1.111, H196 1.055
191 O -2.29608 2.44793 -3.04640  C190 1.415, H197 0.944
192 H -4.37109 4.67172 -4.50129  C189 1.078
193 H -4.53583 3.72620 -2.99324  C189 1.108
194 H -4.68935 2.87271 -4.48613  C189 1.064
195 H -2.11531 4.34486 -3.50950  C190 1.111
196 H -2.30726 3.27774 -4.88859  C190 1.055
197 H -2.95993 1.78075 -2.97077  O191 0.944

Properties
LUMO in eV: 0.68
Net charge: 0
Energy relative to the best compared isomer or geometry (same formula, charge and spin) in kJ/mol: 139.8
HOMO-LUMO gap in eV: 9.337
Strongest force on any atom in eV Å⁻¹: 3.2